{
  "formula": "C44H100O32P4S8",
  "method": "the ωB97M-V functional and the def2-TZVPD basis",
  "species": ["C", "O", "P", "O", "O", "C", "O", "C", "H", "H", "H", "H", "H", "H", "H", "H", "H", "C", "O", "P", "O", "O", "C", "O", "C", "H", "H", "H", "H", "H", "H", "H", "H", "H", "C", "O", "P", "O", "O", "C", "O", "C", "H", "H", "H", "H", "H", "H", "H", "H", "H", "C", "O", "P", "O", "O", "C", "O", "C", "H", "H", "H", "H", "H", "H", "H", "H", "H", "O", "S", "O", "C", "C", "C", "C", "H", "H", "H", "H", "H", "H", "H", "H", "O", "S", "O", "C", "C", "C", "C", "H", "H", "H", "H", "H", "H", "H", "H", "O", "S", "O", "C", "C", "C", "C", "H", "H", "H", "H", "H", "H", "H", "H", "O", "S", "O", "C", "C", "C", "C", "H", "H", "H", "H", "H", "H", "H", "H", "O", "S", "O", "C", "C", "C", "C", "H", "H", "H", "H", "H", "H", "H", "H", "O", "S", "O", "C", "C", "C", "C", "H", "H", "H", "H", "H", "H", "H", "H", "O", "S", "O", "C", "C", "C", "C", "H", "H", "H", "H", "H", "H", "H", "H", "O", "S", "O", "C", "C", "C", "C", "H", "H", "H", "H", "H", "H", "H", "H"],
  "xyz": [[5.3191, 0.7693, 4.5149], [5.0709, -0.5608, 4.3879], [4.1712, -1.0764, 3.1725], [4.5621, -0.2962, 1.9660], [4.5880, -2.6456, 3.1569], [5.8965, -3.1226, 2.8407], [2.5935, -1.1033, 3.6562], [2.2548, -1.8298, 4.8301], [5.3210, 1.3186, 3.5735], [6.3674, 0.8507, 4.8019], [4.7687, 1.3226, 5.2759], [5.8244, -4.1898, 2.6312], [6.5220, -2.8485, 3.6903], [6.1684, -2.6575, 1.8931], [2.0681, -1.1044, 5.6219], [2.9908, -2.6146, 5.0048], [1.3219, -2.3804, 4.7086], [0.8305, 4.8753, -5.7626], [1.6058, 3.6922, -5.6635], [2.5028, 3.0859, -4.3909], [3.1520, 4.1010, -3.5021], [3.5865, 2.1854, -5.1625], [4.3188, 1.1579, -4.5556], [1.4884, 1.9632, -3.6747], [0.7332, 0.9846, -4.3718], [1.1040, 5.3609, -6.6994], [0.8860, 5.5146, -4.8816], [-0.2042, 4.5417, -5.6837], [5.3727, 1.4357, -4.5408], [4.2563, 0.3483, -5.2829], [4.0073, 0.6996, -3.6170], [1.3899, 0.3460, -4.9627], [-0.0025, 1.4718, -5.0117], [0.1645, 0.4333, -3.6230], [2.3653, -5.1579, -4.6870], [0.9986, -4.9093, -5.0358], [0.4800, -3.5396, -4.2655], [1.0016, -3.3352, -2.8932], [-1.1582, -3.6057, -4.4474], [-1.9766, -2.4921, -4.2156], [1.0548, -2.3752, -5.2275], [0.6935, -2.3336, -6.5857], [2.3612, -5.7734, -3.7874], [3.0458, -4.3163, -4.5575], [2.8185, -5.7343, -5.4935], [-2.6033, -2.5848, -3.3287], [-2.6024, -2.2910, -5.0851], [-1.3139, -1.6484, -4.0230], [1.5414, -2.3766, -7.2693], [0.1110, -1.4411, -6.8146], [0.1269, -3.2105, -6.8990], [-4.7673, -0.6823, 2.1388], [-4.3517, -0.1977, 3.4328], [-4.0633, -1.2595, 4.6297], [-5.1523, -2.1939, 5.0669], [-2.7404, -2.0499, 4.0780], [-2.8237, -3.2427, 3.3435], [-3.5352, -0.3952, 5.8781], [-2.1920, 0.0950, 5.8870], [-3.9196, -0.7024, 1.4539], [-5.5537, 0.0178, 1.8569], [-5.2436, -1.6573, 2.2421], [-2.3963, -3.1274, 2.3475], [-3.8456, -3.5899, 3.1908], [-2.2018, -4.0421, 3.7464], [-2.3314, 1.1311, 6.1955], [-1.6835, 0.1770, 4.9263], [-1.4852, -0.4014, 6.5519], [1.4677, 1.6371, 5.9589], [0.7987, 2.8122, 5.3682], [-0.6523, 2.7703, 5.2208], [1.2995, 4.3347, 6.1933], [1.2183, 5.3566, 5.1025], [2.0952, 4.7570, 3.9808], [1.6243, 3.2654, 3.8034], [2.3352, 4.2264, 6.5154], [0.5935, 4.3101, 7.0235], [0.2464, 5.5758, 4.6604], [1.5996, 6.3235, 5.4308], [3.1318, 4.7407, 4.3172], [2.1086, 5.4153, 3.1121], [2.4527, 2.5800, 3.6243], [0.8466, 3.2818, 3.0398], [-3.2907, 4.6608, -1.9988], [-2.4755, 4.2395, -3.1228], [-1.1247, 4.7665, -3.3449], [-2.4396, 2.4141, -3.1460], [-3.1282, 1.8911, -4.3732], [-3.0682, 3.0396, -5.3550], [-3.4670, 4.3449, -4.6225], [-2.9994, 2.2141, -2.2324], [-1.4305, 2.0110, -3.0612], [-2.7968, 0.9770, -4.8658], [-4.2032, 1.7956, -4.2198], [-3.7476, 2.7179, -6.1442], [-2.1005, 3.1860, -5.8349], [-4.4714, 4.3222, -4.1996], [-3.2929, 5.3222, -5.0728], [-3.9219, -6.7493, -0.8834], [-4.1793, -5.5256, -0.1210], [-3.6039, -5.3299, 1.2365], [-3.8147, -4.0585, -1.1820], [-5.1536, -3.5895, -1.8776], [-6.2998, -4.4537, -1.5458], [-6.0788, -5.1912, -0.1673], [-2.8963, -4.1912, -1.7539], [-3.5308, -3.3984, -0.3623], [-5.4027, -2.5344, -1.7640], [-4.9375, -3.6031, -2.9459], [-6.5413, -5.2095, -2.2931], [-7.2783, -3.9743, -1.5170], [-6.6484, -6.0788, 0.1082], [-6.3253, -4.4561, 0.5989], [-5.7349, 2.7894, 1.3026], [-4.3675, 3.2597, 1.4217], [-3.2657, 2.6417, 0.6807], [-4.2475, 5.1829, 1.0623], [-4.0683, 5.9566, 2.4238], [-3.2544, 4.9582, 3.3182], [-3.8338, 3.5204, 3.1641], [-5.1219, 5.4317, 0.4609], [-3.3611, 5.3239, 0.4438], [-3.5786, 6.9301, 2.4482], [-5.0564, 6.0745, 2.8687], [-3.1897, 5.3256, 4.3424], [-2.2237, 5.0331, 2.9718], [-4.7877, 3.5816, 3.6880], [-3.1894, 2.6834, 3.4330], [0.7723, -3.5029, 2.1466], [1.2443, -4.7924, 1.6390], [2.6576, -5.0093, 1.3110], [0.6246, -6.1142, 2.7254], [-0.6876, -6.6124, 2.0523], [-0.3965, -6.6820, 0.5827], [0.2205, -5.3146, 0.1755], [0.5702, -5.8016, 3.7682], [1.4054, -6.8727, 2.6704], [-0.8172, -7.6525, 2.3513], [-1.5646, -5.9958, 2.2496], [-1.3761, -6.7534, 0.1101], [0.2736, -7.5269, 0.4237], [-0.5094, -4.5148, 0.0503], [0.8392, -5.3715, -0.7201], [-1.3155, 7.3324, -0.2524], [-0.2840, 6.6640, 0.5176], [-0.2459, 6.7961, 1.9583], [-0.4671, 4.8893, 0.1129], [0.9537, 4.4588, -0.2095], [1.6248, 5.5716, -0.9184], [1.4431, 6.8013, -0.0662], [-1.0951, 4.9184, -0.7776], [-1.0551, 4.2671, 0.7876], [1.4959, 4.2305, 0.7081], [0.7980, 3.5662, -0.8153], [1.0931, 5.6749, -1.8643], [2.6653, 5.3834, -1.1831], [1.4735, 7.7789, -0.5475], [2.1556, 6.7885, 0.7586], [5.9587, -5.5837, -0.5870], [5.4177, -4.6177, -1.5790], [4.8672, -5.1500, -2.8337], [4.3287, -3.3747, -0.7964], [4.6705, -1.9829, -1.3296], [6.2353, -1.9458, -1.5627], [6.7393, -3.3678, -2.0531], [4.7439, -3.5731, 0.1917], [3.3009, -3.7305, -0.8681], [4.1475, -1.8131, -2.2707], [4.2852, -1.2517, -0.6189], [6.6289, -1.7559, -0.5641], [6.5055, -1.1813, -2.2911], [7.6588, -3.6900, -1.5644], [6.7949, -3.4304, -3.1399], [-1.3046, -0.0422, -1.6629], [-0.8278, -0.7671, -0.4491], [-1.5346, -1.9827, -0.1436], [1.0363, -0.9948, -0.4540], [1.5037, 0.3968, 0.0356], [0.5865, 0.8701, 1.2069], [-0.8117, 0.3275, 1.0146], [1.2233, -1.3210, -1.4771], [1.4355, -1.6616, 0.3103], [2.5472, 0.3730, 0.3498], [1.3923, 1.0988, -0.7908], [0.6623, 1.9536, 1.2990], [1.0956, 0.6049, 2.1335], [-1.7015, 0.9494, 0.9170], [-0.9769, -0.3825, 1.8250]],
  "atomic_forces_ev_per_a": [[2.111, 2.763, 0.224], [-1.477, -2.185, 0.116], [0.251, -1.271, -0.214], [-1.492, -0.782, 0.615], [-1.789, 1.297, 0.258], [-0.462, 0.600, -0.413], [2.548, 0.422, -1.856], [-0.505, -0.589, 0.537], [-0.564, -0.135, -0.192], [0.139, 0.039, 0.331], [-0.566, -0.438, 0.001], [-0.030, 0.027, 0.463], [0.452, -0.301, -0.372], [0.602, 0.183, 0.171], [0.534, -0.200, 0.241], [0.189, 0.372, 0.520], [-0.133, 0.252, -0.639], [-0.598, -0.165, 0.971], [2.300, -2.102, 1.736], [-1.030, 0.725, -0.427], [-1.658, -1.698, -0.865], [-1.878, 1.335, 0.149], [1.062, -1.527, -0.964], [1.770, 2.215, -0.023], [-0.179, 0.259, -0.327], [-0.231, 0.080, 0.222], [0.697, 0.212, -0.146], [-0.142, 0.198, -0.722], [-0.077, 0.191, 0.418], [0.125, -0.288, 0.033], [-0.430, 0.814, 0.257], [-0.133, -0.165, 0.043], [0.063, 0.071, -0.293], [0.312, -0.198, 0.068], [0.956, -1.380, 0.068], [-1.420, 2.482, 1.007], [-0.059, -0.768, -0.282], [-0.739, -0.134, -1.115], [2.565, -1.582, -0.345], [0.319, 1.435, 0.348], [-0.404, -0.241, 0.936], [-0.491, -0.471, -1.382], [0.292, 0.206, 0.001], [-0.614, 0.431, 0.188], [-0.322, -0.146, -0.073], [0.105, -0.373, -0.012], [0.079, -0.136, -0.056], [-0.352, 0.479, -0.026], [0.466, 0.329, 0.474], [0.022, 0.058, 0.192], [-0.352, -0.031, 0.285], [-0.629, 0.193, 0.622], [0.384, -0.559, 1.467], [-0.271, -1.858, 0.499], [1.290, 1.717, -1.229], [-0.602, 1.398, 1.020], [-0.047, -1.000, -1.270], [0.070, -1.258, -1.738], [0.384, 1.873, -0.020], [-0.104, 0.020, 0.003], [0.279, -0.001, -0.490], [0.190, -0.175, -0.096], [-0.020, 0.562, -0.156], [0.020, -0.049, 0.384], [-0.221, 0.112, 0.696], [0.454, -0.065, 0.269], [-0.460, -0.392, -0.305], [-0.602, -0.417, 0.222], [-0.818, 1.429, -0.679], [1.141, -1.335, 0.063], [1.104, 0.353, -0.059], [-1.072, -1.103, 0.351], [0.390, 0.768, -0.808], [0.298, -0.432, 0.827], [-0.353, 1.367, -0.290], [-0.127, -0.183, 0.193], [0.163, 0.762, 0.196], [-0.346, -0.348, 0.421], [0.153, -0.041, 0.026], [0.121, -0.040, 0.162], [-0.464, -0.506, -0.317], [-0.330, -0.090, -0.138], [0.118, -0.537, -0.096], [0.726, 0.172, -0.372], [0.427, -0.729, -0.553], [-1.197, -0.243, 0.376], [0.264, -0.530, 1.447], [-0.738, 1.172, -0.368], [-0.467, 0.748, -1.372], [0.228, -0.436, 0.398], [0.287, -0.416, 0.116], [0.017, 0.445, 0.248], [0.445, -0.035, 0.549], [-0.039, -0.413, 0.453], [-0.145, 0.776, -0.323], [0.224, -0.113, 0.167], [-0.191, -0.117, -0.326], [0.115, -0.286, -0.319], [-0.088, 0.927, 0.996], [-1.161, 0.319, -0.125], [-0.943, -0.494, -2.352], [-0.856, 0.373, 1.798], [2.292, 0.594, -1.164], [-1.935, -2.912, 1.092], [1.220, 1.139, -0.169], [-0.406, -0.340, -0.322], [0.010, 0.500, -0.238], [0.394, 0.046, 0.865], [-0.194, -0.380, -0.200], [0.731, -0.234, -0.241], [0.230, 0.649, 0.383], [0.247, -0.180, -0.647], [0.519, -0.005, 0.344], [0.869, -0.083, 0.124], [1.402, 3.402, 0.103], [-0.900, -0.184, 0.434], [0.203, -0.238, 0.414], [-0.666, -2.363, 0.163], [0.433, 0.186, -1.168], [-0.632, 0.826, -0.131], [-0.007, 0.063, 0.218], [-0.061, -0.312, -0.077], [0.058, -0.164, -0.734], [-0.115, 0.144, 0.063], [-0.422, -0.439, 0.171], [0.186, -0.339, -0.158], [0.021, -0.752, 0.290], [-0.159, 0.151, 0.267], [0.598, -0.772, -0.427], [-0.273, -0.275, -0.672], [-1.166, 0.419, 0.575], [-0.088, -0.013, -0.305], [1.190, -0.309, 1.069], [-0.292, 1.568, -0.388], [0.434, -0.315, 0.565], [-0.183, 0.339, -0.201], [-0.073, -0.166, -0.115], [-0.545, 0.180, 0.510], [0.158, -0.087, 0.232], [0.310, -0.589, -0.544], [-0.096, 0.131, -0.571], [-0.173, -0.103, 0.070], [0.173, 0.155, 0.196], [1.113, 0.516, 0.277], [-0.892, -2.126, 0.666], [-0.075, 0.541, 0.383], [-0.097, 0.976, -0.568], [-0.983, -1.498, 0.713], [0.174, 0.579, -1.589], [-0.611, 0.780, -0.254], [0.318, 0.017, -0.245], [0.361, 0.359, 0.649], [0.037, -0.347, 0.141], [0.777, -0.176, -0.072], [0.073, 0.282, -0.224], [-0.030, -0.039, 0.171], [0.290, -0.157, -0.301], [-0.478, 0.103, 0.345], [-1.071, 1.813, -1.473], [1.181, -0.530, -0.609], [0.270, 0.503, 1.184], [0.841, -1.009, 0.002], [0.362, -0.973, -0.701], [-0.955, -1.287, 0.396], [-1.233, 0.393, 0.681], [-0.623, 0.594, 0.527], [0.086, 0.184, 0.041], [-0.089, -0.091, -0.119], [0.454, 0.172, 0.066], [0.498, 0.259, -0.248], [0.117, 0.047, 0.316], [-0.058, 0.072, -0.182], [0.111, -0.049, 0.130], [1.277, -0.880, 1.708], [0.819, 0.950, -0.408], [-0.280, -0.503, 0.060], [-0.871, 1.175, 0.303], [-0.513, 0.185, -0.922], [1.283, 0.717, -0.455], [-0.433, -1.160, 0.180], [0.499, 0.140, 0.109], [-0.866, -0.791, -0.174], [-0.037, -0.036, -0.029], [0.185, 0.184, -0.076], [-0.443, 0.177, -0.610], [-0.590, -0.839, 0.211], [0.366, 0.530, 0.058], [-0.392, -0.153, -0.031]],
  "e_above_lowest_kcal_mol": 0.00,
  "e_tot_ha": -8695.27255,
  "lumo_energy_ev": 0.095,
  "e_homo_ev": -9.93,
  "orbital_gap_ev": 10.025
}